Entry w
Density functional theory data (ωB97M-V with the def2-TZVPD basis set) for a structure of composition C15H60O15.

Summary:
E_LUMO (Ha): -0.025
HOMO level (eV): -7.3
HOMO-LUMO gap (Ha): 0.2428

The geometry in ORCA input format:
```
! wB97M-V def2-TZVPD RIJCOSX def2/J DEFGRID3
* xyz 0 1
O -10.7319 12.7423 21.9662
O -12.4469 10.4176 18.3932
O -11.2594 8.7614 22.5061
O -15.5038 9.8382 19.7152
O -7.7590 10.2364 20.7710
O -13.5151 9.4159 25.2579
O -11.6814 13.5609 20.2891
O -15.8508 11.0853 23.0504
O -11.4651 10.7145 22.1739
O -14.2996 12.3466 23.1148
O -9.0070 13.1253 23.1483
O -14.1098 13.2495 21.3460
O -13.5955 9.2811 19.6688
O -13.3450 13.7225 19.1161
O -11.9577 10.7918 25.9361
C -12.6608 11.0571 21.4286
C -14.1865 14.6162 21.4666
C -15.7647 10.4372 20.9156
C -10.8328 13.0630 19.3151
C -9.3183 14.4838 23.4424
C -9.1123 9.9613 21.1329
C -11.1888 10.0674 18.8322
C -13.9465 8.4050 18.6284
C -11.6847 13.5388 22.5786
C -12.0515 7.9579 21.6793
C -14.4014 13.2764 24.1589
C -16.1026 10.4226 24.2734
C -13.1765 9.4131 23.8439
C -11.8752 11.7982 24.9514
C -13.8917 12.5038 18.6132
H -11.7975 11.3025 23.9838
H -12.8609 10.2755 20.6957
H -13.0968 9.9407 18.9146
H -16.8351 9.6226 24.1664
H -13.1388 10.1892 25.6844
H -16.4968 11.1193 25.0132
H -10.7491 13.8005 18.5168
H -14.9854 12.7440 24.9096
H -12.7257 12.4799 24.9613
H -13.7098 13.0268 20.5022
H -12.0992 9.4780 23.6906
H -13.1472 12.0866 17.9350
H -14.4219 9.5145 20.0979
H -13.5647 10.3280 23.3962
H -14.8550 12.6933 18.1398
H -14.8694 14.8214 22.2909
H -9.6700 14.9409 22.5175
H -15.2457 9.9341 24.7374
H -9.7797 12.7629 22.7087
H -10.9199 10.5924 19.7488
H -11.1362 8.9996 19.0448
H -13.6641 14.4656 18.5987
H -10.0597 14.5899 24.2344
H -14.6011 15.0146 20.5406
H -11.7168 7.9358 20.6422
H -11.0274 12.4495 25.1638
H -7.2643 9.4188 20.8632
H -14.0791 8.9896 17.7181
H -11.4043 14.5829 22.4398
H -11.4530 9.6856 22.3331
H -12.5651 13.6923 19.9378
H -10.9276 11.4751 22.4066
H -13.5717 10.9722 22.0212
H -15.0108 14.1436 23.9050
H -12.5407 12.0237 20.9393
H -16.8055 10.6754 21.1346
H -14.9527 11.4195 23.1093
H -9.7459 10.8325 20.9661
H -11.6884 13.3778 23.6566
H -14.1202 12.7267 22.2517
H -9.2561 9.6785 22.1757
H -15.9291 10.4048 19.0674
H -11.0924 10.3776 25.9006
H -9.8570 12.7835 19.7124
H -14.0197 11.8040 19.4390
H -13.1902 15.0278 21.6281
H -15.4002 9.7877 21.7114
H -11.2138 12.1415 18.8750
H -10.8884 12.8702 21.0277
H -12.0526 6.9330 22.0501
H -12.6054 13.2112 22.0958
H -13.6683 8.5847 23.3341
H -8.4049 14.9857 23.7616
H -14.8558 7.8818 18.9244
H -10.4944 10.2016 18.0028
H -13.4230 13.6683 24.4368
H -13.1070 8.2258 21.7262
H -15.2214 11.3727 21.0490
H -9.5528 9.2910 20.3949
H -13.0870 7.7348 18.6180
*
```

Mulliken atomic charge list, values in e, 4 entries:
1. O -1.7784
2. O -0.6932
3. O -0.7120
4. O -0.4560

***

Entry x
Density functional theory data (ωB97M-V with the def2-TZVPD basis set) for a cluster of 15 separate species, C15H60O15 in total.

Summary:
E_LUMO (Ha): -0.004
HOMO level (eV): -9.5
HOMO-LUMO gap (Ha): 0.3451

The geometry in ORCA input format:
```
! wB97M-V def2-TZVPD RIJCOSX def2/J DEFGRID3
* xyz 0 1
O -14.1405 -2.6873 25.4661
O -10.3994 -6.8523 19.1851
O -12.9698 -5.9147 22.8257
O -10.5533 2.7157 21.3055
O -14.0450 -4.4662 20.7617
O -11.0390 -4.5356 17.7310
O -10.7912 -5.8162 24.5468
O -10.1233 -2.6549 23.3385
O -6.4496 -2.8271 26.4373
O -9.2554 1.8971 23.6225
O -4.9791 -2.7490 23.9697
O -9.0300 -4.9780 22.6450
O -7.8021 -1.8212 18.9686
O -15.1319 -2.1751 21.1702
O -13.1336 -0.1175 24.5343
C -11.2362 -6.8739 20.3737
C -11.3459 1.6060 20.9156
C -11.3552 -2.4471 22.6705
C -14.7894 -3.3821 24.3586
C -11.4710 -4.9808 25.4560
C -11.4653 -3.5079 18.5749
C -9.6265 0.5032 23.9603
C -13.4192 -7.2569 22.9924
C -8.2614 -5.9652 21.9484
C -14.1953 -1.1532 21.3585
C -15.1151 -5.1461 20.1616
C -5.8958 -3.5291 23.2972
C -7.6382 -2.1455 26.2482
C -8.2940 -2.1526 20.2882
C -13.7121 1.1492 24.3941
H -12.0874 -2.0490 23.3731
H -10.9768 -2.5712 18.3066
H -11.7155 -3.4069 22.3003
H -8.9230 -0.2227 23.5524
H -6.6330 -3.6931 26.8089
H -11.2888 1.6873 19.8301
H -10.6522 -6.6730 24.9569
H -16.0563 -4.9302 20.6672
H -12.5330 -3.3151 18.4709
H -10.7531 -4.5037 26.1230
H -10.9241 0.6711 21.2845
H -14.7082 -3.0144 20.9761
H -12.2805 -5.8213 23.4873
H -13.7503 -1.8737 25.1383
H -13.7046 -7.3765 24.0375
H -8.3073 -2.5060 27.0295
H -7.3428 -2.5737 18.5885
H -11.2139 -3.7038 19.6173
H -14.7692 -0.2319 21.4588
H -11.2422 -1.7878 21.8099
H -9.7149 0.2191 25.0089
H -12.2062 -5.4947 26.0754
H -11.3682 -4.3809 16.8426
H -12.6565 -7.9783 22.6992
H -5.2293 -2.7919 24.8955
H -9.6861 -5.3906 23.2115
H -8.9536 -3.0201 20.2654
H -7.5510 -1.0604 26.3032
H -8.5971 -6.0120 20.9124
H -14.2686 -7.4795 22.3466
H -6.0983 -4.4049 23.9138
H -10.8320 -6.1692 18.6676
H -14.1968 1.4963 25.3066
H -9.7427 -3.4267 22.9130
H -10.8174 3.5661 20.9468
H -14.0594 -3.4242 23.5503
H -11.9377 -4.1491 24.9282
H -14.9577 -6.2246 20.1691
H -12.9982 1.9342 24.1446
H -15.1953 -4.8471 19.1165
H -11.2860 -5.8329 20.6930
H -14.5163 1.1085 23.6596
H -13.7129 -5.0136 21.4770
H -8.1348 -2.4908 25.3414
H -13.4350 -1.1012 20.5792
H -5.5576 -3.9803 22.3644
H -15.1186 -4.3727 24.6724
H -15.6275 -2.7905 23.9901
H -6.7989 -2.9355 23.1555
H -10.7352 -7.5284 21.0869
H -9.6594 2.1777 22.7981
H -7.2142 -5.6628 21.9531
H -10.5918 0.3260 23.4861
H -12.2128 -7.1968 20.0129
H -12.3813 1.6173 21.2562
H -13.6668 -1.2395 22.3078
H -7.5329 -2.3302 21.0479
H -8.9710 -1.3944 20.6818
H -12.7553 -0.1544 25.4159
H -8.3360 -6.9586 22.3906
*
```

Mulliken atomic charge list, values in e, 4 entries:
1. O -0.5996
2. O -0.5977
3. O -0.1423
4. O -0.5624

***

Tell me which of them is the least stable. Sure, it is entry w.

***

Entry w
Density functional theory data (ωB97M-V with the def2-TZVPD basis set) for the molecule C3H3FN2S.

Summary:
E_LUMO (Ha): 0.009
HOMO level (eV): -9.7
HOMO-LUMO gap (Ha): 0.3666
SMILES: Cc1snnc1F

The geometry in ORCA input format:
```
! wB97M-V def2-TZVPD RIJCOSX def2/J DEFGRID3
* xyz 0 1
S -0.6164 -1.6118 1.0010
F -0.7524 1.9108 -0.4602
N -1.9778 -0.6838 1.4018
N -2.0439 0.4649 0.8810
C -0.0078 -0.2506 0.0740
C -0.8888 0.7939 0.2123
C 1.3334 -0.2038 -0.5681
H 1.2549 0.1565 -1.6414
H 1.7006 -1.2234 -0.7036
H 1.9982 0.6474 -0.1968
*
```

Mulliken atomic charge list, values in e, 4 entries:
1. S 0.1066
2. F -0.2471
3. N -0.1938
4. N -0.2841

***

Entry x
Density functional theory data (ωB97M-V with the def2-TZVPD basis set) for the molecule C3H3FN2S.

Summary:
E_LUMO (Ha): 0.003
HOMO level (eV): -8.6
HOMO-LUMO gap (Ha): 0.3193
SMILES: FNc1nccs1

The geometry in ORCA input format:
```
! wB97M-V def2-TZVPD RIJCOSX def2/J DEFGRID3
* xyz 0 1
S 1.0167 1.0945 -0.0308
F -2.4793 1.9514 -1.8782
N -1.3252 2.0347 -0.8896
N -1.2028 -0.2356 -0.2374
C -0.7652 0.9467 -0.4229
C -0.2769 -1.0628 0.3395
C 0.9247 -0.4529 0.7022
H -0.9889 2.8994 -1.2362
H -0.7287 -2.0402 0.5119
H 1.8196 -0.7997 1.2910
*
```

Mulliken atomic charge list, values in e, 4 entries:
1. S -0.1516
2. F -0.2465
3. N -0.1383
4. N -0.5050

***

Tell me which of them is the least stable. Sure, it is entry x.

***

Entry w
Density functional theory data (ωB97M-V with the def2-TZVPD basis set) for the molecule C10H15NO2S.

Summary:
E_LUMO (alpha / beta) (Ha): -0.046 / -0.014
HOMO level (alpha / beta) (eV): -8.4 / -8.4
HOMO-LUMO gap (alpha / beta) (Ha): 0.2626 / 0.2964

The geometry in ORCA input format:
```
! wB97M-V def2-TZVPD RIJCOSX def2/J DEFGRID3
* xyz 0 1
S -1.2170 -2.0689 -1.0012
O -1.1960 -2.8571 0.2541
O 2.2256 -4.1047 -1.9499
N 1.5807 -3.2239 -1.3263
C -0.1720 1.5635 -0.6448
C -1.7270 2.8923 0.9352
C 0.2640 0.4772 -1.5524
C -1.0594 1.5713 0.6011
C 1.4024 0.4779 0.9114
C 1.0149 -0.8998 0.3733
C 0.4107 -0.9951 -0.9910
C -1.8674 0.4318 1.2224
C 1.2737 -2.0079 -1.8212
C 0.4359 1.7135 0.6379
H -2.3334 -0.2607 0.4255
H 1.5372 -1.6905 -2.8116
H -2.6167 0.8343 1.7487
H 0.1195 -1.2791 1.0246
H -2.5379 3.1517 0.2734
H 1.2180 0.7603 -1.9859
H 2.3902 0.8059 0.4591
H -1.1130 3.7779 1.1607
H 0.9260 2.6599 0.7418
H -2.0051 2.6564 1.9623
H 1.2060 -3.4941 -0.4136
H -1.2156 -0.1028 1.9715
H 1.9602 -1.4158 0.3369
H 1.4478 0.2977 2.0043
H -0.3522 0.3289 -2.5464
*
```

Mulliken atomic charge list, values in e, 4 entries:
1. S 0.3858
2. O -0.4581
3. O -0.6552
4. N 0.3506

***

Entry x
Density functional theory data (ωB97M-V with the def2-TZVPD basis set) for a cluster of 2 separate species, C10H15NO2S in total.

Summary:
E_LUMO (Ha): 0.020
HOMO level (eV): -8.7
HOMO-LUMO gap (Ha): 0.3378
SMILES: Cc1cc(C)cc(C)c1.C1ONOS1

The geometry in ORCA input format:
```
! wB97M-V def2-TZVPD RIJCOSX def2/J DEFGRID3
* xyz 0 1
S -3.0046 -1.0351 -0.7355
O -4.4058 -0.7025 0.2036
O -3.9412 1.3703 -0.3834
N -4.3139 0.5657 0.6940
C 0.7284 1.1647 0.0531
C 1.0686 0.3973 -1.0536
C -2.8719 0.7830 -1.0798
C 0.4425 -1.5948 0.1053
C 0.9078 -0.9793 -1.0493
C 0.2587 0.5251 1.1920
C 1.2179 -1.8002 -2.2635
C 0.1251 -0.8559 1.2359
C 0.8389 2.6606 0.0080
C -0.3353 -1.5469 2.4844
H -1.8911 1.1120 -0.7197
H 1.9492 -2.5707 -2.0262
H 0.3151 -2.2968 -2.6191
H 0.9078 3.0753 1.0110
H 0.3248 -2.6685 0.1233
H -3.0020 0.9888 -2.1400
H 1.7125 2.9659 -0.5621
H -0.7011 -0.8326 3.2184
H -1.1248 -2.2632 2.2621
H 1.4263 0.8892 -1.9504
H 0.4954 -2.0956 2.9293
H -0.0014 1.1125 2.0628
H -0.0411 3.0911 -0.4744
H -3.5677 0.6125 1.4065
H 1.6102 -1.1803 -3.0652
*
```

Mulliken atomic charge list, values in e, 4 entries:
1. S 0.0188
2. O -0.2535
3. O -0.3093
4. N -0.0540

***

Tell me which of them is the least stable. Sure, it is entry w.

***

Entry w
Density functional theory data (ωB97M-V with the def2-TZVPD basis set) for a cluster of 2 separate species, C2H6N3O in total.

Summary:
E_LUMO (Ha): -0.136
HOMO level (eV): -14.0
HOMO-LUMO gap (Ha): 0.3793

The geometry in ORCA input format:
```
! wB97M-V def2-TZVPD RIJCOSX def2/J DEFGRID3
* xyz 1 1
O 0.8922 0.5755 -0.0851
N -1.7784 1.7168 -0.0566
N -1.8203 0.4191 0.0430
N -0.8123 -1.8131 -0.0644
C 2.0545 0.2141 -0.0421
C -1.2863 -0.6214 -0.0887
H -0.9657 2.2267 0.2112
H 2.4920 -0.5147 0.5713
H -2.5180 2.3556 -0.2691
H -0.2568 -2.2460 0.6493
H 2.7602 0.7134 -0.5968
H -1.4285 -2.4441 -0.5413
*
```

Mulliken atomic charge list, values in e, 4 entries:
1. O -0.4651
2. N -0.4692
3. N 0.2893
4. N -0.3838

***

Entry x
Density functional theory data (ωB97M-V with the def2-TZVPD basis set) for the ion C2H6N3O with charge +1.

Summary:
E_LUMO (Ha): -0.159
HOMO level (eV): -15.0
HOMO-LUMO gap (Ha): 0.3923
SMILES: [NH3+][C@@H]1N=NCO1

The geometry in ORCA input format:
```
! wB97M-V def2-TZVPD RIJCOSX def2/J DEFGRID3
* xyz 1 1
O 0.4553 0.8873 -0.5983
N -1.2488 -0.4461 0.1260
N 1.9459 -0.6846 0.3071
N 1.0025 -1.3092 -0.0586
C -0.0260 -0.3938 -0.7409
C 1.8699 0.7334 0.0773
H 1.7100 1.3304 0.9386
H -2.1449 -0.6583 -0.2192
H -1.1165 0.5316 0.5456
H -0.3168 -0.5734 -1.8170
H 2.6218 1.1012 -0.6095
H -1.0541 -1.1903 0.9084
*
```

Mulliken atomic charge list, values in e, 4 entries:
1. O -0.4585
2. N -0.2868
3. N -0.0969
4. N -0.2219

***

Tell me which of them is the least stable. Sure, it is entry w.